{
  "formula": "C36H36BrN5O10SSr",
  "method": "ωB97M-V/def2-TZVPD",
  "elements": ["Sr", "O", "C", "O", "C", "C", "C", "C", "C", "N", "C", "O", "O", "H", "H", "H", "Br", "C", "C", "C", "C", "C", "C", "N", "C", "C", "C", "C", "C", "C", "N", "H", "H", "H", "H", "H", "H", "H", "H", "H", "C", "C", "O", "O", "H", "H", "H", "C", "C", "C", "N", "C", "C", "H", "H", "H", "H", "H", "N", "C", "C", "C", "C", "C", "C", "S", "O", "O", "O", "H", "H", "H", "H", "H", "H", "C", "C", "O", "C", "C", "H", "H", "H", "H", "H", "H", "H", "H", "H", "H"],
  "xyz": [[-18.94874, -9.23417, 5.42908], [-20.07759, -13.96724, 5.07193], [-20.60471, -12.84811, 5.30743], [-21.17033, -11.99180, 4.62511], [-20.37952, -12.60843, 6.75674], [-20.43372, -13.72850, 7.60661], [-20.35924, -13.49167, 8.96798], [-20.08762, -12.19826, 9.44815], [-19.89575, -11.18613, 8.49250], [-20.11461, -11.39364, 7.18635], [-19.25247, -9.84092, 8.81893], [-18.76727, -9.79595, 9.98936], [-19.21371, -8.97900, 7.90341], [-20.53650, -14.73967, 7.16719], [-20.43073, -14.34664, 9.68621], [-19.90938, -11.93498, 10.48865], [-15.27532, -13.98423, 10.84821], [-15.74012, -13.39375, 9.09084], [-15.94700, -14.35722, 8.05353], [-16.23326, -13.93674, 6.73613], [-16.45218, -12.56430, 6.46543], [-16.12541, -11.60690, 7.47073], [-15.81665, -11.99711, 8.74631], [-17.02446, -12.03836, 5.30779], [-17.29363, -12.70546, 4.23079], [-17.91392, -12.12642, 3.06283], [-17.76035, -12.84315, 1.85313], [-18.43749, -12.45777, 0.71423], [-19.16826, -11.25159, 0.80273], [-19.17016, -10.55489, 1.99909], [-18.50857, -10.91013, 3.10752], [-15.83691, -15.43599, 8.28030], [-16.25489, -14.63581, 5.89055], [-16.12641, -10.56559, 7.12703], [-15.64274, -11.22725, 9.54610], [-17.09506, -13.80039, 4.14731], [-17.13447, -13.73937, 1.86759], [-18.40165, -13.04415, -0.21812], [-19.72182, -10.88639, -0.05987], [-19.78366, -9.66470, 2.06649], [-14.52746, -8.63164, 4.25850], [-15.96696, -8.54642, 4.65028], [-16.90625, -8.46047, 3.78893], [-16.36161, -8.59485, 5.86763], [-14.43311, -9.13913, 3.32072], [-13.97069, -9.15057, 5.07074], [-14.12126, -7.62918, 4.15432], [-23.28782, -7.72004, 1.87995], [-23.25422, -9.01755, 2.40646], [-22.38560, -9.29501, 3.47738], [-21.63290, -8.33040, 4.03641], [-21.71191, -7.07277, 3.60197], [-22.53258, -6.71429, 2.51820], [-23.89734, -7.46941, 1.01671], [-23.87374, -9.85264, 2.06256], [-22.29506, -10.30711, 3.91674], [-21.10350, -6.32105, 4.12557], [-22.64763, -5.66471, 2.23337], [-15.97691, -8.18143, 8.92870], [-14.63209, -8.34091, 8.78642], [-13.84641, -9.22979, 9.60066], [-12.58319, -9.61250, 9.15956], [-12.00726, -9.01727, 7.99955], [-12.73426, -8.03112, 7.27868], [-14.01106, -7.67663, 7.69811], [-10.48850, -9.55192, 7.35481], [-10.92386, -9.63999, 5.92998], [-10.06577, -10.82992, 7.91433], [-9.65476, -8.36523, 7.66707], [-16.52550, -8.62754, 9.65566], [-16.47330, -7.86909, 8.09418], [-14.26544, -9.72843, 10.48784], [-11.98786, -10.36078, 9.73947], [-12.31803, -7.57646, 6.36300], [-14.64173, -7.01710, 7.11249], [-21.22481, -6.17052, 6.98008], [-19.76709, -5.75252, 6.77677], [-19.26178, -6.25792, 5.51235], [-18.26016, -5.31349, 4.98830], [-18.20999, -5.31323, 3.47621], [-21.45813, -6.10753, 8.05652], [-21.40416, -7.22077, 6.64816], [-21.89904, -5.50182, 6.49598], [-19.11574, -6.07787, 7.57151], [-19.73023, -4.65334, 6.72923], [-17.28917, -5.57503, 5.44503], [-18.55651, -4.30060, 5.35635], [-17.78199, -6.24093, 3.07709], [-17.54600, -4.48071, 3.20280], [-19.16999, -5.13391, 3.02549]],
  "lowdin_charge": [1.437, -0.055, -0.691, -0.036, -0.224, -0.018, -0.072, -0.011, -0.190, 0.138, -0.626, -0.041, -0.194, 0.119, 0.106, 0.105, 0.665, -0.654, -0.127, -0.016, -0.252, 0.004, -0.092, 0.133, -0.086, -0.239, -0.023, -0.062, -0.061, -0.136, 0.089, 0.095, 0.101, 0.102, 0.098, 0.125, 0.112, 0.107, 0.096, 0.098, 0.006, -0.699, -0.178, -0.181, 0.068, 0.093, 0.083, -0.083, -0.063, -0.121, 0.035, -0.147, -0.066, 0.094, 0.104, 0.092, 0.089, 0.097, 0.114, -0.336, -0.071, -0.073, -0.310, -0.077, -0.061, 0.420, -0.417, -0.381, -0.405, 0.077, 0.068, 0.093, 0.115, 0.113, 0.093, -0.070, -0.252, -0.248, -0.234, -0.071, 0.085, 0.076, 0.052, 0.114, 0.103, 0.129, 0.109, 0.066, 0.080, 0.056],
  "total_charge": -2,
  "lumo_energy_ha": 0.1235,
  "energy_ev": -147561.399,
  "homo_lumo_gap_ev": 5.2930
}

***

{
  "formula": "C18H48O6",
  "method": "ωB97M-V/def2-TZVPD",
  "elements": ["C", "C", "C", "O", "H", "H", "H", "H", "H", "H", "H", "H", "C", "C", "C", "O", "H", "H", "H", "H", "H", "H", "H", "H", "C", "C", "C", "O", "H", "H", "H", "H", "H", "H", "H", "H", "C", "C", "C", "O", "H", "H", "H", "H", "H", "H", "H", "H", "C", "C", "C", "O", "H", "H", "H", "H", "H", "H", "H", "H", "C", "C", "C", "O", "H", "H", "H", "H", "H", "H", "H", "H"],
  "xyz": [[3.11904, -0.17167, 0.48872], [3.59735, -0.65974, -0.74867], [4.95090, 0.02694, -1.19262], [3.89565, -2.00408, -0.47849], [2.88500, 0.88962, 0.40501], [3.85290, -0.10630, 1.29201], [2.21180, -0.69326, 0.79361], [2.84127, -0.61689, -1.53264], [5.60480, 0.50886, -0.46579], [4.80528, 0.78438, -1.96281], [5.56037, -0.70330, -1.72496], [3.79153, -2.47916, -1.30616], [-0.90145, 1.85350, 2.22757], [0.08069, 1.88093, 3.41657], [1.27809, 0.97782, 3.12762], [0.46760, 3.23291, 3.55767], [-1.70772, 2.53987, 2.48627], [-1.35490, 0.87787, 2.05260], [-0.35166, 2.08678, 1.31575], [-0.42270, 1.56963, 4.33188], [1.12151, 0.08508, 2.52214], [1.84481, 0.75139, 4.03077], [1.87517, 1.60559, 2.46618], [-0.13168, 3.74940, 4.10144], [0.12877, 1.77315, -2.16130], [0.55264, 1.00573, -3.41904], [-0.36990, 1.22879, -4.64319], [1.77713, 1.54821, -3.71368], [0.63446, 1.48589, -1.23941], [-0.93400, 1.61983, -1.97393], [0.27771, 2.83501, -2.35713], [0.57510, -0.01432, -3.03547], [0.06190, 0.73287, -5.51252], [-0.51075, 2.30360, -4.75725], [-1.38744, 0.89994, -4.43212], [1.72231, 2.50029, -3.82390], [-4.02711, -0.93880, -0.89047], [-3.57693, 0.50988, -0.86259], [-3.55877, 1.07353, 0.56203], [-2.32983, 0.70234, -1.48035], [-5.09051, -1.01438, -0.66336], [-3.44655, -1.49806, -0.15681], [-3.90302, -1.40750, -1.86672], [-4.34313, 1.07698, -1.39120], [-2.89357, 0.55539, 1.25278], [-4.51578, 1.10271, 1.08295], [-3.10311, 2.05414, 0.69934], [-1.77041, 0.04708, -1.05692], [0.25582, 0.45940, 0.38572], [-0.38069, -0.34051, -0.83074], [0.72245, -1.22691, -1.35484], [-1.53179, -1.02793, -0.33469], [-0.38527, 1.24657, 0.78254], [1.19220, 0.93106, 0.08764], [0.52870, -0.24264, 1.17362], [-0.73862, 0.26690, -1.66203], [1.38000, -1.70784, -0.63067], [1.41446, -0.65591, -1.97386], [0.51593, -1.98125, -2.11407], [-1.25533, -1.73409, 0.25396], [-2.05823, -2.08684, 1.74077], [-0.51066, -2.03468, 1.72489], [-0.04575, -2.98281, 2.76509], [-0.26636, -2.47211, 0.38535], [-2.39729, -3.11522, 1.61602], [-2.42320, -1.75220, 0.76974], [-2.69873, -1.64770, 2.50563], [-0.09978, -1.04083, 1.90248], [1.03842, -3.01923, 2.65865], [-0.43316, -4.00054, 2.71759], [-0.43663, -2.57117, 3.69562], [-0.26931, -3.43202, 0.37217]],
  "lowdin_charge": [-0.100, -0.507, -0.018, -0.036, 0.094, 0.112, 0.065, 0.103, 0.073, 0.066, 0.069, 0.097, -0.069, -0.434, -0.025, -0.034, 0.101, 0.068, 0.072, 0.136, 0.038, 0.092, 0.092, 0.094, -0.068, -0.484, -0.020, -0.042, 0.059, 0.066, 0.102, 0.094, 0.079, 0.077, 0.074, 0.092, -0.037, -0.415, -0.037, -0.107, 0.085, 0.044, 0.094, 0.133, 0.036, 0.085, 0.073, -0.080, -0.082, -0.343, -0.054, -0.162, 0.004, 0.069, 0.012, 0.074, 0.074, 0.048, 0.117, -0.085, -0.030, -0.398, -0.033, -0.039, 0.105, 0.028, 0.111, 0.086, 0.096, 0.091, 0.101, 0.157],
  "de_lowest_ev": 14.579,
  "total_charge": 0,
  "lumo_energy_ha": 0.0150,
  "energy_ev": -31715.071,
  "homo_lumo_gap_ev": 9.6376
}

***

{
  "formula": "C26H50N6O2",
  "method": "ωB97M-V/def2-TZVPD",
  "elements": ["C", "C", "C", "C", "N", "H", "H", "H", "H", "H", "H", "H", "C", "C", "C", "C", "N", "H", "H", "H", "H", "H", "H", "H", "C", "C", "C", "C", "N", "H", "H", "H", "H", "H", "H", "H", "C", "C", "C", "C", "N", "H", "H", "H", "H", "H", "H", "H", "C", "C", "C", "C", "N", "H", "H", "H", "H", "H", "H", "H", "C", "C", "C", "C", "N", "H", "H", "H", "H", "H", "H", "H", "C", "O", "H", "H", "H", "H", "C", "O", "H", "H", "H", "H"],
  "xyz": [[-4.03039, -0.59625, -3.36567], [-4.65519, 0.22556, -4.49393], [-3.88506, 1.51666, -4.79663], [-3.40494, 2.31766, -3.65499], [-2.97539, 2.97146, -2.74309], [-3.00156, -0.89800, -3.56202], [-4.62363, -1.47570, -3.11521], [-3.87041, -0.02106, -2.45371], [-5.66870, 0.35449, -4.11411], [-4.75973, -0.34913, -5.41421], [-4.37928, 2.23128, -5.45478], [-3.00826, 1.17758, -5.34832], [0.63825, 3.41835, -3.23852], [0.14131, 4.83429, -2.84762], [1.23728, 5.86336, -2.89836], [2.23002, 5.51774, -1.84837], [3.04755, 5.22553, -1.14381], [1.13094, 3.50561, -4.20689], [-0.21254, 2.73770, -3.26965], [1.28667, 3.08280, -2.42917], [-0.31282, 4.74405, -1.86085], [-0.71817, 5.07324, -3.47397], [0.81207, 6.83887, -2.66244], [1.61482, 5.87483, -3.92082], [-0.96543, -5.03833, 1.35231], [-2.11590, -6.03070, 1.84551], [-3.29799, -5.80685, 0.97854], [-4.57326, -6.09866, 1.55787], [-5.63109, -6.29385, 2.02602], [-1.33721, -4.01376, 1.36341], [-0.58922, -5.37836, 0.38745], [-0.13581, -4.96803, 2.05580], [-2.35523, -5.79236, 2.88186], [-1.76503, -7.06211, 1.81093], [-3.19070, -6.28975, 0.00726], [-3.36242, -4.72870, 0.83179], [3.26761, -2.21868, 4.08277], [3.19400, -3.44607, 3.16895], [2.41346, -3.30652, 1.91652], [2.80824, -2.15053, 1.08326], [3.16098, -1.22229, 0.44503], [2.28200, -1.94129, 4.45658], [3.74179, -1.39530, 3.54865], [3.87414, -2.41666, 4.96652], [2.62186, -4.22398, 3.67454], [4.17633, -3.88261, 2.98849], [1.42156, -2.94210, 2.18380], [2.36326, -4.22044, 1.32463], [-0.01409, 1.05769, -0.71774], [-0.77359, -0.27379, -0.51217], [-0.08612, -1.59241, -0.95100], [-0.11835, -1.92805, -2.40287], [-0.06050, -2.16653, -3.51752], [-0.67899, 1.87448, -0.43691], [0.42175, 1.23668, -1.70065], [0.80827, 1.21539, -0.01991], [-1.67096, -0.28010, -1.13086], [-1.10587, -0.30722, 0.52541], [-0.55434, -2.46737, -0.50010], [0.91326, -1.69326, -0.52772], [-0.46885, 1.45697, 4.03109], [-1.46944, 2.21879, 4.88626], [-0.87387, 2.91008, 6.11751], [0.11151, 3.94283, 5.82545], [0.88765, 4.77979, 5.61995], [-0.93979, 1.26895, 3.06623], [-0.26704, 0.50262, 4.51750], [0.45150, 2.01662, 3.86423], [-2.32832, 1.56334, 5.03056], [-1.83723, 3.06369, 4.30404], [-0.30226, 2.18679, 6.69907], [-1.64236, 3.42682, 6.69240], [2.71780, 0.06907, -3.44757], [3.84815, 0.83081, -3.20520], [2.64683, -0.75288, -2.73521], [1.74138, 0.55130, -3.40103], [2.77063, -0.34020, -4.45644], [3.80377, 1.10084, -2.28503], [4.43520, 2.15272, 0.45901], [3.86498, 1.40687, -0.54012], [4.64405, 3.18520, 0.17891], [3.70715, 2.30658, 1.25548], [5.22926, 1.58754, 0.94703], [3.55041, 0.58628, -0.15375]],
  "lowdin_charge": [-0.119, -0.245, -0.186, -0.191, 0.144, 0.059, 0.076, 0.058, 0.105, 0.109, 0.116, 0.122, -0.106, -0.286, -0.179, -0.224, 0.168, 0.083, 0.043, 0.058, 0.105, 0.099, 0.114, 0.121, -0.093, -0.232, -0.240, -0.229, 0.140, 0.059, 0.078, 0.047, 0.112, 0.111, 0.134, 0.119, -0.084, -0.268, -0.203, -0.152, 0.202, 0.074, 0.072, 0.076, 0.109, 0.119, 0.114, 0.129, -0.084, -0.210, -0.173, -0.223, 0.151, 0.073, 0.033, 0.065, 0.085, 0.097, 0.088, 0.066, -0.107, -0.262, -0.194, -0.244, 0.145, 0.064, 0.069, 0.075, 0.110, 0.107, 0.119, 0.120, -0.206, -0.105, 0.061, 0.047, 0.081, 0.016, -0.174, -0.154, 0.073, 0.070, 0.081, -0.001],
  "de_lowest_ev": 0.681,
  "total_charge": 0,
  "lumo_energy_ha": -0.0034,
  "energy_ev": -40804.862,
  "homo_lumo_gap_ev": 9.0246
}